[1]
C14H9BF6O in the gas phase at a distorted geometry, computed with wB97M-V/def2-TZVPD.

Each line ends with the Mulliken charge.
CARTESIAN COORDINATES (ANGSTROEM)
O  -0.555  2.652  -1.327  -0.543
B  -0.104  1.465  -0.740  0.560
C  0.283  1.265  0.786  0.184
C  -0.697  1.892  1.518  -0.017
C  -0.743  1.798  2.870  -0.971
C  0.291  1.174  3.502  0.162
C  0.509  0.988  5.046  0.838
F  -0.640  0.397  5.510  -0.262
F  1.509  0.127  5.295  -0.258
F  0.679  2.199  5.585  -0.225
C  1.468  0.752  2.719  -0.562
C  1.370  0.716  1.321  -0.704
C  -0.179  0.190  -1.635  0.631
C  -0.774  -0.936  -1.084  -0.258
C  -0.807  -2.145  -1.733  -0.834
C  -0.310  -2.187  -3.032  0.137
C  -0.399  -3.415  -3.867  0.911
F  -1.456  -3.302  -4.699  -0.243
F  0.689  -3.473  -4.632  -0.250
F  -0.537  -4.521  -3.088  -0.266
C  0.118  -0.970  -3.620  -0.612
C  0.282  0.192  -2.920  -0.849
H  -0.260  3.493  -0.902  0.323
H  -1.405  2.562  1.087  0.481
H  -1.511  2.316  3.432  0.375
H  2.405  0.391  3.193  0.334
H  2.222  0.248  0.794  0.382
H  -1.109  -0.958  -0.072  0.400
H  -1.315  -3.011  -1.331  0.401
H  0.304  -1.062  -4.665  0.406
H  0.671  1.163  -3.312  0.330

Values from the calculation:
SMILES string ... OB(c1ccc(C(F)(F)F)cc1)c1ccc(C(F)(F)F)cc1
Electronic energy ... -1238.24263 Ha
LUMO level ... 0.0083 Ha
Energy above the lowest of the compared OMol25 structures with the same formula, charge and spin ... 0.8731 eV
Frontier orbital gap ... 9.85 eV

***

[2]
2 unconnected molecules or ions with the total composition C14H9Cl4NO3 at a distorted geometry, computed with wB97M-V/def2-TZVPD.

Each line ends with the Mulliken charge.
CARTESIAN COORDINATES (ANGSTROEM)
Cl  2.440  -1.461  0.347  -0.100
C  2.684  0.168  -0.176  0.287
C  3.029  0.413  -1.477  0.215
Cl  3.253  -0.898  -2.569  -0.143
C  3.212  1.750  -1.964  0.302
O  3.515  1.969  -3.123  -0.536
C  3.012  2.867  -1.009  0.278
O  3.137  4.027  -1.360  -0.538
C  2.667  2.532  0.343  0.316
Cl  2.458  3.811  1.482  -0.147
C  2.505  1.232  0.738  0.185
Cl  2.056  0.888  2.375  -0.134
C  -0.401  -3.695  -1.173  -1.192
C  -1.015  -2.754  -0.192  1.002
C  -1.318  -1.456  -0.593  -0.758
N  -1.900  -0.494  0.241  0.234
C  -2.473  -0.844  1.436  -0.076
C  -3.055  0.081  2.256  -0.748
C  -3.052  1.414  1.894  -0.184
C  -2.459  1.788  0.703  -0.690
C  -1.903  0.838  -0.109  -0.143
O  -1.214  -3.153  0.961  -0.759
H  -0.652  -3.430  -2.200  0.351
H  0.681  -3.707  -1.066  0.205
H  -0.752  -4.706  -0.980  0.360
H  -1.103  -1.168  -1.604  0.280
H  -2.452  -1.882  1.713  0.540
H  -3.511  -0.230  3.182  0.392
H  -3.515  2.147  2.536  0.400
H  -2.434  2.828  0.424  0.407
H  -1.439  1.121  -1.035  0.395

Values from the calculation:
Electronic energy ... -2660.03705 Ha
LUMO level ... -0.1014 Ha
Energy above the lowest of the compared OMol25 structures with the same formula, charge and spin ... 0.0000 eV
Frontier orbital gap ... 4.67 eV

***

[3]
A molecular structure, C15H10AsNPdS4 at a distorted geometry, computed with wB97M-V/def2-TZVPD.

Each line ends with the Mulliken charge.
CARTESIAN COORDINATES (ANGSTROEM)
Pd  -0.416  -1.827  0.033  -0.234
C  3.941  -2.255  -0.011  -0.637
C  4.340  -0.928  -0.012  -0.804
C  3.393  0.071  -0.008  -0.454
C  2.016  -0.219  0.001  0.635
C  1.605  -1.580  0.004  -0.651
C  2.583  -2.566  -0.004  0.319
C  0.997  0.800  0.000  1.345
C  1.321  2.161  -0.006  -0.477
C  0.356  3.133  -0.007  -0.950
C  -1.004  2.735  -0.007  1.401
C  -2.039  3.671  -0.008  -0.752
C  -3.366  3.277  -0.008  -0.371
C  -3.659  1.925  -0.022  -0.837
C  -2.651  0.980  -0.029  0.698
C  -1.293  1.334  -0.010  -0.410
N  -0.322  0.377  -0.001  -0.591
H  4.679  -3.048  -0.018  0.373
H  5.395  -0.672  -0.016  0.338
H  3.735  1.099  -0.014  0.233
H  2.309  -3.616  -0.005  0.190
H  2.360  2.460  -0.013  0.255
H  0.614  4.185  -0.010  0.373
H  -1.778  4.724  -0.008  0.331
H  -4.153  4.021  -0.002  0.359
H  -4.691  1.603  -0.027  0.440
H  -2.916  -0.061  -0.051  -0.342
S  -2.994  -5.407  -1.700  -0.711
As  -2.318  -4.415  0.054  0.559
S  -2.867  -2.310  0.126  -0.515
S  -0.131  -4.121  0.073  -0.402
S  -3.047  -5.533  1.703  -0.711

Values from the calculation:
Net charge ... -2
Electronic energy ... -4588.90628 Ha
LUMO level ... 0.1460 Ha
Energy above the lowest of the compared OMol25 structures with the same formula, charge and spin ... 0.0955 eV
Frontier orbital gap ... 4.26 eV

***

[4]
C15H11BF3NO3 in the gas phase at a distorted geometry, computed with wB97M-V/def2-TZVPD.

Each line ends with the Mulliken charge.
CARTESIAN COORDINATES (ANGSTROEM)
O  -2.070  -0.431  -0.909  -0.659
C  -1.467  0.453  -0.313  0.832
N  -0.141  0.315  0.066  -0.072
C  0.622  -0.832  -0.087  0.480
C  0.028  -2.052  -0.361  -0.293
C  0.792  -3.184  -0.595  -1.244
C  2.163  -3.175  -0.483  0.562
C  2.794  -1.982  -0.237  -0.229
C  2.031  -0.840  -0.061  -0.644
B  4.255  -2.472  -0.537  0.590
O  5.337  -1.615  -0.673  -0.595
O  4.419  -3.884  -0.698  -0.452
C  3.099  -4.365  -0.610  -0.445
C  -2.173  1.767  -0.087  0.257
C  -3.218  2.007  -1.005  -0.709
C  -4.044  3.119  -0.871  -0.567
C  -3.826  3.976  0.173  -0.513
C  -2.797  3.763  1.043  -0.785
C  -1.975  2.669  0.968  0.421
C  -0.855  2.561  2.017  0.635
F  -0.785  1.285  2.471  -0.224
F  -1.146  3.383  3.067  -0.281
F  0.323  2.915  1.470  -0.247
H  0.262  1.119  0.539  0.187
H  -1.042  -2.048  -0.424  0.542
H  0.307  -4.120  -0.822  0.405
H  2.539  0.094  0.071  0.474
H  6.159  -2.092  -0.878  0.297
H  2.884  -4.977  -1.479  0.330
H  3.043  -5.014  0.236  0.258
H  -3.466  1.275  -1.761  0.430
H  -4.900  3.197  -1.516  0.401
H  -4.513  4.777  0.396  0.376
H  -2.637  4.406  1.889  0.480

Values from the calculation:
SMILES string ... O=C(Nc1ccc2c(c1)B(O)OC2)c1ccccc1C(F)(F)F
Electronic energy ... -1183.25956 Ha
LUMO level ... 0.0025 Ha
Energy above the lowest of the compared OMol25 structures with the same formula, charge and spin ... 0.0000 eV
Frontier orbital gap ... 8.64 eV

***

[5]
C15H11BrN2O4S in the gas phase at a distorted geometry, computed with wB97M-V/def2-TZVPD.

Each line ends with the Mulliken charge.
CARTESIAN COORDINATES (ANGSTROEM)
C  2.017  1.472  2.877  -1.179
N  1.202  1.086  1.706  0.109
C  1.140  -0.213  1.240  0.345
N  0.244  -0.573  0.317  -0.135
C  0.195  -1.869  -0.112  0.240
C  -0.708  -2.042  -1.117  -0.222
C  -0.828  -3.304  -1.746  -0.626
C  0.066  -4.334  -1.288  -0.531
C  1.013  -4.053  -0.353  -0.403
C  1.109  -2.820  0.268  0.119
C  2.234  -2.295  1.191  0.309
O  3.270  -2.886  1.281  -0.579
O  2.073  -1.144  1.784  -0.295
S  -0.406  1.808  1.747  1.400
O  -1.389  1.034  2.537  -0.700
O  -0.311  3.107  2.441  -0.674
C  -0.930  2.102  0.000  0.137
C  -2.159  1.553  -0.468  -0.154
C  -2.744  1.859  -1.708  -0.755
C  -1.955  2.644  -2.578  -0.261
C  -0.697  3.146  -2.234  -0.697
C  -0.248  2.940  -0.923  0.360
Br  1.354  3.801  -0.419  -0.117
H  2.260  2.583  2.792  0.256
H  1.507  1.137  3.798  0.368
H  2.903  0.976  2.825  0.554
H  -1.294  -1.207  -1.360  0.588
H  -1.648  -3.527  -2.450  0.353
H  -0.006  -5.326  -1.672  0.412
H  1.670  -4.901  -0.240  0.400
H  -2.892  1.269  0.387  0.227
H  -3.752  1.524  -1.968  0.442
H  -2.284  2.865  -3.600  0.337
H  -0.008  3.585  -2.954  0.373

Values from the calculation:
SMILES string ... CN(c1nc2ccccc2c(=O)o1)S(=O)(=O)c1ccccc1Br
Electronic energy ... -3960.79314 Ha
LUMO level ... -0.0030 Ha
Energy above the lowest of the compared OMol25 structures with the same formula, charge and spin ... 1.4858 eV
Frontier orbital gap ... 8.75 eV

***

[6]
A molecular structure, C15H11N3O6S3Zn at a distorted geometry, computed with wB97M-V/def2-TZVPD.

Each line ends with the Mulliken charge.
CARTESIAN COORDINATES (ANGSTROEM)
Zn  -0.224  0.179  0.101  1.510
O  1.703  -0.031  0.934  -0.702
N  2.541  -0.888  0.437  0.396
C  3.580  -1.260  1.196  -0.190
C  4.540  -2.139  0.756  -0.744
C  4.416  -2.658  -0.535  -0.099
C  3.351  -2.278  -1.309  -0.820
C  2.368  -1.388  -0.837  0.357
S  1.055  -0.910  -1.775  -0.404
H  3.607  -0.800  2.172  0.414
H  5.364  -2.404  1.403  0.370
H  5.148  -3.351  -0.922  0.336
H  3.219  -2.646  -2.314  0.363
O  -1.469  4.672  -4.490  -0.696
S  -1.937  4.439  -3.137  1.143
O  -3.249  4.989  -2.875  -0.684
N  -1.805  2.885  -2.702  -0.561
C  -0.916  2.705  -1.756  0.362
O  -0.600  1.603  -1.274  -0.853
C  -0.255  3.984  -1.283  0.469
C  0.701  4.139  -0.291  -0.008
C  1.122  5.422  0.028  -0.760
C  0.607  6.527  -0.635  -0.299
C  -0.327  6.368  -1.654  -0.518
C  -0.739  5.092  -1.954  -0.253
H  1.086  3.279  0.234  0.368
H  1.859  5.565  0.808  0.374
H  0.929  7.523  -0.356  0.349
H  -0.724  7.215  -2.195  0.400
S  -0.631  1.755  1.888  -0.368
C  -2.088  1.325  2.512  0.372
N  -3.081  1.094  3.058  -0.711
C  -0.427  -2.508  2.377  -0.746
C  -1.312  -2.469  1.112  0.675
O  -2.014  -3.442  0.865  -0.722
O  -1.250  -1.424  0.393  -0.710
H  -0.732  -3.345  3.002  0.301
H  -0.516  -1.572  2.921  0.199
H  0.614  -2.637  2.083  0.090

Values from the calculation:
Net charge ... -2
Electronic energy ... -4167.95812 Ha
LUMO level ... 0.1632 Ha
Energy above the lowest of the compared OMol25 structures with the same formula, charge and spin ... 0.5886 eV
Frontier orbital gap ... 7.07 eV

***

[7]
C15H11NO3S in the gas phase at a distorted geometry, computed with wB97M-V/def2-TZVPD.

Each line ends with the Mulliken charge.
CARTESIAN COORDINATES (ANGSTROEM)
O  1.190  -0.923  3.746  -0.563
C  1.781  -0.254  2.935  0.185
O  2.349  0.915  3.258  -0.461
C  2.013  -0.622  1.515  0.822
C  3.198  -0.218  0.906  -0.511
C  3.479  -0.582  -0.397  -0.575
C  2.576  -1.359  -1.102  -0.684
C  1.391  -1.755  -0.507  -0.408
C  1.088  -1.393  0.799  0.496
C  -0.232  -1.773  1.386  -1.301
S  -1.256  -0.283  1.735  -0.143
C  -1.507  0.308  0.132  0.532
N  -1.998  1.467  -0.153  -0.660
C  -2.034  1.502  -1.529  0.596
C  -2.458  2.481  -2.416  -0.731
C  -2.351  2.200  -3.764  -0.424
C  -1.842  0.988  -4.226  -0.507
C  -1.415  -0.002  -3.357  -0.799
C  -1.524  0.279  -2.011  0.593
O  -1.195  -0.483  -0.930  -0.150
H  2.179  1.116  4.192  0.349
H  3.898  0.380  1.470  0.459
H  4.400  -0.261  -0.860  0.413
H  2.790  -1.652  -2.119  0.403
H  0.685  -2.351  -1.066  0.424
H  -0.119  -2.236  2.365  0.491
H  -0.799  -2.421  0.720  0.549
H  -2.851  3.416  -2.054  0.432
H  -2.671  2.938  -4.484  0.376
H  -1.778  0.814  -5.290  0.377
H  -1.021  -0.942  -3.708  0.419

Values from the calculation:
SMILES string ... O=C(O)c1ccccc1CSc1nc2ccccc2o1
Electronic energy ... -1256.90234 Ha
LUMO level ... 0.0123 Ha
Energy above the lowest of the compared OMol25 structures with the same formula, charge and spin ... 0.0956 eV
Frontier orbital gap ... 8.61 eV

***

Q: What is the formula in the second record?
A: C14H9Cl4NO3